No. 1
Density functional theory data (ωB97M-V/def2-TZVPD) for a structure of composition C43H62GeI2N3O4Tl in a non-equilibrium geometry.

Last column: Mulliken spin population.
Cartesian coordinates (Å):
C1 4.2861 0.7693 -0.0484  0.029
H1 -1.0401 3.4768 -3.8469  0.001
H2 -1.2531 -5.0031 -0.2689  -0.037
H3 3.8726 -2.1581 1.6897  -0.001
H4 1.2325 3.9548 0.6429  -0.002
H5 -5.6076 -1.4466 -1.9662  0.002
H6 1.4923 -1.4671 1.6466  0.007
C2 -1.7090 4.3783 -0.5784  0.037
C3 -1.4921 -2.8136 -0.4023  -0.092
C4 -0.5003 -0.5186 -3.8596  0.040
C5 -1.6476 3.5617 -2.9404  0.004
H7 -2.0721 -0.8603 3.9337  0.001
C6 0.9548 1.0416 -5.1622  0.023
C7 -2.4466 -1.7961 -0.7725  -0.124
H8 -1.6257 1.8261 4.2354  0.002
C8 0.2881 3.8512 4.3090  -0.001
C9 1.3442 -4.0614 -0.6222  -0.061
C10 -0.6128 1.5379 3.9510  0.011
H9 1.9143 1.5647 -5.1808  -0.005
C11 -3.3901 1.0479 1.4313  0.160
I1 -6.3040 2.1962 5.2473  0.045
H10 0.1468 1.7746 -5.1932  -0.002
H11 3.6133 -4.2603 3.0012  0.000
H12 3.6519 0.5331 0.8079  -0.007
C12 -5.1090 1.6722 3.6025  0.240
Ge1 1.6385 2.6562 -2.3960  0.780
H13 1.3615 -5.3336 3.0951  0.000
N1 -0.6943 0.4665 2.9714  0.016
H14 -3.8000 0.4627 4.7826  0.000
C13 -3.7237 -2.1129 -1.1699  0.111
C14 4.7858 2.4834 -1.7965  0.040
H15 -6.3134 2.7275 2.1695  0.002
C15 -1.9392 -0.3158 2.9884  -0.009
H16 2.1409 -1.5536 0.0064  0.000
C16 -0.2427 5.5356 -2.2425  0.009
C17 3.9325 2.1649 -0.5660  0.023
C18 -3.1823 -4.5050 -0.9158  0.075
N2 -0.3442 -2.3599 0.0147  -0.484
C19 0.0695 2.7890 3.4346  -0.008
H17 0.0118 3.7606 5.3518  0.000
H18 -2.5294 4.1630 -3.1578  -0.002
H19 0.8873 0.4093 -6.0470  -0.001
H20 1.0343 5.8537 4.4829  0.000
H21 -1.9688 2.5652 -2.6325  -0.002
H22 5.8419 2.4920 -1.5317  0.000
C20 0.9755 3.9705 1.6911  0.013
C21 0.7677 -3.1357 0.4852  0.217
I2 -5.1008 2.3989 -0.6622  0.031
H23 3.0341 -6.2130 1.4838  0.000
C22 3.6571 -3.8037 0.3103  -0.003
Tl1 -0.0171 0.8447 0.1756  -0.098
H24 -2.5996 4.9417 -0.8506  -0.003
C23 -3.6063 -5.9471 -1.0071  0.006
H25 2.9532 -0.3059 -3.8923  0.004
H26 -0.6031 -1.1711 -4.7269  0.002
H27 -5.0875 -3.7228 -1.5460  -0.008
H28 -1.0399 6.2545 -2.4267  -0.001
H29 0.4091 5.9252 -1.4588  0.001
C24 1.9904 -0.8178 -3.8415  0.010
H30 1.4036 -6.3778 0.8358  0.000
C25 -3.1481 0.5486 2.7515  0.069
H31 4.5377 -4.3361 0.6766  0.000
C26 -4.0820 -3.4623 -1.2364  -0.318
C27 1.8782 -2.1509 0.8831  -0.018
C28 2.5700 -4.8032 -0.0903  -0.001
C29 -4.7157 -1.0358 -1.4963  -0.004
O1 0.2270 3.3044 -1.4390  -0.102
H32 -0.4025 -4.6669 1.5411  -0.008
H33 1.6580 5.9703 2.0671  0.000
H34 3.5905 3.0018 1.3936  -0.002
H35 -1.3088 0.2137 -3.8636  0.001
H36 -1.1706 4.9130 0.2024  -0.002
O2 0.9024 1.0146 -2.7334  0.061
C30 -0.8236 4.1879 -1.8165  -0.034
H37 -0.5728 -1.1149 -2.9493  -0.024
C31 4.2130 3.1996 0.5226  0.004
H38 0.0658 -3.2856 2.5233  0.015
H39 -2.0049 3.4010 -0.1951  -0.012
C32 1.2096 5.0787 2.4839  0.001
C33 0.8606 5.0121 3.8253  0.000
H40 -1.8628 -1.0458 2.1763  0.014
H41 2.9464 -5.4544 -0.8836  -0.001
O3 -2.6262 0.7870 0.4369  0.385
H42 4.5097 3.4654 -2.1884  -0.010
C34 -5.4231 2.1366 2.3347  -0.070
C35 3.1101 -2.8880 1.4074  -0.002
H43 1.6185 -3.4432 -1.4809  0.019
H44 0.3467 5.4162 -3.1565  -0.002
H45 5.2603 3.1552 0.8225  0.001
C36 -1.9172 -4.1900 -0.5106  -0.151
C37 2.1711 -5.6509 1.1206  -0.003
C38 1.6465 -4.7323 2.2279  0.000
C39 -4.5880 1.8213 1.2849  0.172
H46 1.9216 -1.5138 -4.6781  0.000
C40 2.7334 -3.7318 2.6280  -0.002
H47 -4.2784 -0.2883 -2.1557  0.003
H48 3.9968 4.2050 0.1582  0.001
H49 4.1114 0.0306 -0.8328  -0.002
H50 4.6155 1.7370 -2.5764  -0.007
C41 0.8506 0.2001 -3.8881  0.002
H51 -4.6394 -6.0343 -1.3361  0.003
O4 2.5501 2.1575 -0.8952  0.199
H52 -3.5118 -6.4343 -0.0366  0.004
C42 0.4111 -3.9725 1.7443  -0.054
H53 -0.1002 1.2244 4.8688  0.000
H54 -5.0159 -0.5223 -0.5819  0.010
H55 5.3313 0.7296 0.2582  0.003
H56 0.5978 -4.7792 -0.9603  -0.008
C43 -3.9971 0.8623 3.7941  -0.053
H57 -2.9737 -6.4861 -1.7126  0.004
H58 -2.1457 -0.7576 -0.6947  -0.068
H59 3.9613 -3.2144 -0.5599  0.000
N3 0.4143 2.8509 2.1542  0.003
H60 1.9376 -1.3771 -2.9054  -0.011
H61 2.3633 -3.0906 3.4336  0.000
H62 0.1015 -0.1530 3.0646  0.000

Its charge is +1. The spin multiplicity is 2. The strongest force on any atom is 0.046 Eh/bohr. For the gap between HOMO and LUMO (alpha / beta), the calculation gives 7.31 / 4.54 eV.

=====

No. 2
Density functional theory data (ωB97M-V/def2-TZVPD) for a structure of composition C43H63GeN6O2PbSi3 in a non-equilibrium geometry.

Last column: Mulliken spin population.
Cartesian coordinates (Å):
C1 2.7420 0.8542 5.6138  -0.003
H1 -2.2254 -3.5298 2.7609  0.000
C2 1.2897 2.4829 -0.7162  0.019
H2 -3.3989 3.9944 -0.6250  0.000
H3 -1.8441 -2.7990 0.2048  0.002
H4 -3.7313 -0.0997 -4.6614  0.000
N1 2.7928 -3.8710 1.9551  -0.001
H5 -3.6070 -0.8673 -6.1733  0.000
H6 -1.6879 4.2052 -0.9571  0.002
C3 2.8686 -3.1127 0.8938  0.001
C4 1.9252 -1.7233 -0.8497  0.002
C5 1.1952 -4.0935 -0.6477  0.000
H7 -3.9863 3.4845 -4.3547  0.000
H8 -2.3369 0.6812 -0.5627  -0.001
H9 2.6813 -5.6833 3.8374  0.000
H10 -4.5474 1.8384 -4.2624  0.000
H11 -0.7075 1.9729 -0.8401  -0.006
C6 0.7911 -1.3731 5.4363  0.003
H12 0.2989 -1.3768 -5.6038  0.000
H13 2.0404 1.0819 -5.1340  0.000
O1 2.4776 -0.6385 -0.4779  0.002
N2 0.0049 -0.4236 1.8499  0.082
C7 -0.3577 -5.2406 -2.1137  0.000
C8 1.6621 -5.4941 3.5316  -0.001
H14 -3.1727 0.9153 6.0985  0.001
H15 -0.5381 -1.0234 -7.0625  0.000
Ge1 -0.9071 1.8277 -3.7590  0.000
H16 -1.9779 0.5408 3.5518  -0.005
C9 -0.6158 -1.2373 0.9414  0.005
C10 3.2416 2.0890 5.8659  0.020
H17 -1.4435 -4.9491 -2.0175  0.000
C11 -4.2330 2.6301 -3.6894  0.000
H18 -3.0672 0.0214 -2.0139  0.000
C12 0.8497 3.3544 0.4552  -0.027
H19 -0.1311 -6.1165 -1.5259  0.000
H20 1.2067 4.7089 -6.6203  0.000
H21 -0.2693 -2.8805 -3.3709  0.000
H22 1.1190 -4.9767 -0.0968  0.000
C13 -0.2720 2.4699 2.3555  -0.067
C14 -0.2592 -0.6281 3.2735  -0.013
C15 -2.1225 1.0826 6.3045  0.001
C16 -0.2420 1.8470 3.6824  0.398
C17 -1.5529 -2.2519 1.1662  0.051
H23 0.6652 0.0625 -6.4553  0.000
H24 1.2116 4.4960 -2.6124  0.000
H25 1.1458 -5.3644 5.6065  0.000
H26 -0.6027 -0.8741 7.1034  0.000
H27 -1.9761 2.1286 6.0793  0.002
H28 -2.5509 2.6086 -6.4293  0.000
Si1 -2.8519 2.3496 -2.4513  0.000
H29 3.2182 2.3408 -5.1904  0.000
H30 -2.7930 1.3146 -7.6316  0.000
H31 4.0812 2.0580 6.5360  0.000
Pb1 2.2969 0.4083 1.7638  0.015
C18 1.1043 4.7648 -3.6562  -0.001
H32 -0.5979 -0.9788 -0.0913  -0.007
C19 0.6750 3.7469 -6.4250  0.000
N3 0.8345 2.7774 1.8038  0.240
H33 -0.1011 -4.5814 4.3834  -0.001
H34 -0.0359 -0.6803 -3.6037  0.000
C20 1.0208 -4.7247 4.6919  0.002
H35 2.6035 1.5014 -3.6258  0.000
H36 -1.2108 2.0597 -7.3771  0.000
H37 1.4115 2.9931 -1.6707  -0.005
C21 1.9606 -3.0213 -0.2164  -0.001
H38 1.4107 4.2662 0.4372  0.009
C22 0.4204 -4.0648 -1.7734  0.000
H39 0.2332 5.3791 -3.7499  0.000
H40 -5.0983 2.9428 -3.0874  0.000
C23 -1.0018 0.5873 4.0309  0.110
C24 -1.7317 -2.5910 2.5836  0.019
O2 2.3007 -1.0200 3.4139  0.006
H41 -3.9886 0.8115 -0.7805  0.000
H42 0.1516 0.6509 -0.1951  0.006
N4 1.7318 -3.4344 4.8584  0.000
H43 2.2722 1.9568 -0.5222  -0.001
C25 2.3273 1.9717 -4.5939  0.000
H44 1.2137 -6.5022 3.4574  0.000
C26 -1.1031 0.2911 5.4832  0.078
H45 -2.8781 4.7594 -2.0860  0.000
C27 -3.0513 -0.6472 -5.2512  0.000
C28 1.6904 0.7152 4.6676  0.015
C29 0.3445 -2.8079 -2.4430  -0.001
Si2 0.8970 3.2480 -4.6776  0.000
C30 0.1939 1.3813 -0.9822  -0.005
C31 1.5844 3.0930 4.5594  0.028
H46 3.8315 -2.5444 1.0378  0.000
C32 -0.2872 -0.5444 6.1040  -0.001
H47 -1.1752 2.4747 1.7928  0.008
H48 -1.2806 -2.1158 4.5524  -0.001
H49 -2.8257 -1.5349 -4.7573  0.000
H50 1.9625 5.2893 -3.9418  0.000
H51 3.3942 -3.7311 2.7191  0.000
H52 3.2156 -0.0486 6.0719  0.000
H53 1.9603 -2.7880 4.1058  0.000
H54 1.7561 -5.7189 1.4069  0.000
C33 -2.1019 1.7281 -6.8758  0.000
C34 -0.1748 -0.5754 -6.1631  0.000
H55 0.7727 -4.3007 1.8933  -0.001
H56 3.1576 4.2190 5.4149  0.001
H57 -0.1407 3.7375 0.1391  0.010
C35 0.3934 -0.3775 -2.6947  -0.001
C36 1.0129 -2.6492 5.7497  0.001
C37 -3.0704 0.8643 -1.3387  0.002
C38 1.2003 -0.6719 4.1690  0.012
Si3 -1.5833 0.4919 -5.6314  0.000
H58 -0.2456 -5.3719 -3.2181  0.000
H59 0.6015 -3.2468 6.5120  0.000
C39 1.6866 -4.8581 2.1272  0.002
H60 -2.0241 0.8799 7.4016  0.000
C40 0.9404 -1.6319 -1.9724  -0.003
N5 1.0514 1.8779 4.2793  -0.041
H61 -0.3333 4.0921 -6.5099  0.000
C41 -1.1354 -1.8620 3.5457  0.048
N6 0.1135 0.8140 -2.3224  0.001
C42 2.6892 3.2601 5.3628  -0.004
H62 0.8217 2.9095 -7.1766  0.000
C43 -2.6711 3.9302 -1.4420  0.000
H63 1.1082 3.9377 4.1355  -0.003

Its charge is +2. The spin multiplicity is 2. The strongest force on any atom is 0.074 Eh/bohr. For the gap between HOMO and LUMO (alpha / beta), the calculation gives 6.10 / 4.77 eV.

=====

Results for total energy: -135664.16933 -144027.85104 (in eV, following the order of the records).